DFT (ωB97M-V with the def2-TZVPD basis set) results for 8 unconnected molecules or ions with the total composition C29H77N6O11S at a distorted geometry.

As for the net charge: -1. Its multiplicity is 1. The value obtained for the HOMO energy is -2.46 eV. As for the energy relative to the best compared isomer or geometry (same formula, charge and spin): 9.561 eV.

CARTESIAN COORDINATES (ANGSTROEM)
1 O 0.10190 -0.99514 -0.28653
2 H 0.06993 -1.88468 -0.64611
3 H -0.72844 -0.54960 -0.46996
4 H 0.79001 -0.49845 -0.73529
5 S 2.47250 1.76150 -2.76664
6 O 3.09338 1.02848 -3.89527
7 O 2.86540 3.15488 -2.84117
8 O 1.03593 1.59703 -2.93306
9 O 2.84027 1.18176 -1.48543
10 C 7.30985 -2.19201 -0.15594
11 C 7.10092 -2.25491 -1.67716
12 C 8.07395 -3.25349 -2.40076
13 O 9.32757 -2.61265 -2.56294
14 C 10.24586 -3.57303 -3.17385
15 N 5.71269 -2.52819 -1.90539
16 H 8.31462 -1.78823 -0.03141
17 H 7.17224 -3.20218 0.22971
18 H 6.58441 -1.45613 0.19093
19 H 7.23651 -1.30377 -2.19197
20 H 7.76297 -3.34849 -3.44113
21 H 8.08739 -4.19621 -1.85374
22 H 9.93892 -3.68671 -4.21354
23 H 10.22747 -4.50136 -2.60293
24 H 11.27386 -3.22004 -3.25579
25 H 5.24145 -1.81131 -1.37235
26 H 5.55231 -2.25135 -2.86337
27 C -4.72211 5.76626 -2.16636
28 C -3.22386 5.40661 -2.25065
29 C -2.37083 5.95861 -1.02000
30 O -2.42923 7.38960 -0.86670
31 C -1.75183 7.84070 0.28371
32 N -3.05171 3.94498 -2.34794
33 H -5.25414 5.31230 -3.00240
34 H -4.84971 6.84672 -2.09992
35 H -5.14461 5.40952 -1.22703
36 H -2.83349 5.84956 -3.16690
37 H -1.36020 5.55065 -1.00287
38 H -2.69267 5.46759 -0.10162
39 H -1.91485 7.25511 1.18849
40 H -1.91387 8.87581 0.58436
41 H -0.68594 7.66919 0.13348
42 H -3.27256 3.49214 -3.22330
43 H -2.06687 3.74030 -2.25687
44 C -3.09277 -3.09219 -5.56845
45 C -2.60038 -1.58908 -5.67464
46 C -3.77474 -0.67012 -5.82918
47 O -3.40859 0.67787 -6.12929
48 C -4.55165 1.56147 -6.47668
49 N -1.86980 -1.26927 -4.48121
50 H -3.34781 -3.33625 -4.53719
51 H -2.22473 -3.73657 -5.70771
52 H -3.82407 -3.30018 -6.34950
53 H -1.85786 -1.52979 -6.47041
54 H -4.49748 -0.70515 -5.01400
55 H -4.34882 -0.99068 -6.69854
56 H -5.08544 1.17835 -7.34638
57 H -4.21811 2.52481 -6.86246
58 H -5.29809 1.77440 -5.71144
59 H -1.47968 -0.33772 -4.49247
60 H -1.03728 -1.84036 -4.45190
61 C -6.11133 0.99954 0.96385
62 C -5.19916 -0.16005 1.34953
63 C -5.89466 -1.53577 1.37741
64 O -6.48047 -1.91984 0.13994
65 C -7.13320 -3.20068 0.16534
66 N -4.22525 -0.14969 0.25319
67 H -5.59505 1.95658 1.03891
68 H -6.88790 1.03257 1.72802
69 H -6.65596 0.74323 0.05514
70 H -4.72135 0.01793 2.31291
71 H -6.66954 -1.55851 2.14365
72 H -5.23421 -2.29438 1.79745
73 H -6.68595 -3.97296 0.79117
74 H -7.34944 -3.58510 -0.83144
75 H -8.09883 -3.04709 0.64708
76 H -4.42423 0.68366 -0.28164
77 H -4.67594 -0.85419 -0.31308
78 C 0.82302 -5.16151 1.27255
79 C 0.71408 -5.75700 -0.07868
80 C -0.72529 -6.18936 -0.43307
81 O -1.09882 -7.30763 0.38587
82 C -2.44331 -7.73528 0.39830
83 N 1.07202 -4.72555 -1.05440
84 H 0.75465 -5.94051 2.03188
85 H 0.15093 -4.31127 1.38866
86 H 1.79541 -4.68959 1.41341
87 H 1.42286 -6.58142 -0.15659
88 H -1.01114 -6.41038 -1.46144
89 H -1.42242 -5.45684 -0.02620
90 H -2.99840 -7.65939 -0.53669
91 H -2.90955 -7.16106 1.19893
92 H -2.47210 -8.77715 0.71734
93 H 0.90535 -5.16181 -1.94994
94 H 2.04697 -4.46629 -1.10305
95 C -0.35252 2.78894 4.20822
96 C 1.12078 3.05759 4.66837
97 C 1.07933 3.65978 6.04311
98 C 2.41003 3.66490 6.74197
99 C 2.97681 2.26441 6.85270
100 C 3.03819 1.58584 5.44638
101 N 1.77234 1.73855 4.70445
102 O 1.87732 1.06094 3.51401
103 C 4.32642 2.08432 4.73463
104 C 3.25251 0.15097 5.77946
105 C 1.74626 4.10320 3.70482
106 H -0.78678 2.04034 4.87087
107 H -0.38235 2.43766 3.17681
108 H -0.97029 3.68682 4.22361
109 H 0.78318 4.70864 6.05994
110 H 0.33243 3.12600 6.63075
111 H 2.27937 4.16360 7.70236
112 H 3.06067 4.34794 6.19586
113 H 2.41044 1.71373 7.60373
114 H 3.98830 2.41781 7.22879
115 H 4.35520 3.17364 4.76080
116 H 5.27552 1.78177 5.17711
117 H 4.45847 1.76427 3.70107
118 H 4.08375 -0.11304 6.43327
119 H 2.35286 -0.28982 6.20894
120 H 3.40788 -0.38710 4.84435
121 H 1.69809 3.64845 2.71538
122 H 2.71278 4.52168 3.98556
123 H 1.22252 5.04392 3.53498
124 H 2.26054 1.68016 2.88847

Mulliken population analysis, charges in e, atoms 1 to 99: -0.314 0.361 0.428 0.379 1.068 -0.807 -0.754 -0.731 -0.693 -1.365 0.258 -0.665 -0.320 -0.704 -0.726 0.333 0.308 0.415 0.396 0.346 0.327 0.285 0.288 0.263 0.263 0.301 -1.275 0.551 -0.838 -0.329 -0.772 -0.612 0.341 0.331 0.257 0.250 0.491 0.326 0.293 0.273 0.334 0.176 0.217 -1.439 0.539 -0.816 -0.295 -0.830 -0.694 0.356 0.361 0.383 0.338 0.339 0.338 0.346 0.285 0.316 0.242 0.234 -1.628 0.398 -0.864 -0.340 -0.800 -0.630 0.440 0.402 0.407 0.263 0.468 0.423 0.313 0.260 0.309 0.241 0.342 -1.449 0.507 -0.552 -0.336 -0.790 -0.554 0.321 0.307 0.398 0.263 0.385 0.231 0.320 0.310 0.235 0.226 0.224 -1.950 1.557 -1.192 -0.685 -1.135